Record 1
Here is a structure of composition C14H36HgN2O4 in a non-equilibrium geometry from OMol25. Energies are from ωB97M-V/def2-TZVPD.

Calculated values
net charge = 0
HOMO level = -7.2 eV
orbital gap = 0.28204 Ha
LUMO = 0.492 eV
energy above the lowest of the compared OMol25 structures with the same formula, charge and spin = 0.0 kJ/mol

Element x y z (Å)
Hg (-3.341, -22.000, 4.565)
C (-6.130, -21.142, 2.560)
C (-5.421, -22.471, 2.342)
C (-4.366, -22.272, 1.229)
O (-4.915, -23.067, 3.466)
H (-6.468, -20.695, 1.621)
H (-5.323, -20.425, 2.818)
H (-6.891, -21.019, 3.331)
H (-6.113, -23.181, 1.842)
H (-4.135, -23.223, 0.743)
H (-3.427, -21.883, 1.639)
H (-4.749, -21.596, 0.462)
C (-2.982, -18.734, 1.996)
C (-2.000, -19.152, 3.083)
C (-1.880, -18.052, 4.152)
O (-2.154, -20.409, 3.595)
H (-2.675, -17.817, 1.489)
H (-4.024, -18.625, 2.322)
H (-3.016, -19.517, 1.229)
H (-1.013, -19.076, 2.567)
H (-2.805, -17.858, 4.708)
H (-1.628, -17.080, 3.709)
H (-1.084, -18.302, 4.858)
C (-4.439, -23.068, 8.548)
C (-5.100, -22.942, 7.183)
C (-5.636, -21.546, 6.798)
O (-4.753, -20.755, 6.037)
C (-5.099, -19.383, 5.889)
N (-4.285, -23.591, 6.139)
H (-3.358, -22.875, 8.520)
H (-4.545, -24.052, 9.001)
H (-4.817, -22.290, 9.215)
H (-6.057, -23.474, 7.307)
H (-5.791, -21.045, 7.765)
H (-6.616, -21.654, 6.327)
H (-5.832, -19.098, 6.645)
H (-5.506, -19.223, 4.888)
H (-4.196, -18.787, 5.983)
H (-4.914, -23.883, 5.381)
H (-3.875, -24.460, 6.465)
C (0.507, -24.522, 4.815)
C (-0.786, -23.764, 5.097)
C (-0.456, -22.564, 5.964)
O (-1.617, -21.796, 6.255)
C (-1.497, -20.730, 7.170)
N (-1.478, -23.400, 3.832)
H (0.429, -25.155, 3.931)
H (0.925, -25.090, 5.647)
H (1.305, -23.810, 4.558)
H (-1.445, -24.427, 5.663)
H (0.231, -21.881, 5.450)
H (-0.041, -22.940, 6.906)
H (-0.475, -20.339, 7.146)
H (-1.738, -21.080, 8.178)
H (-2.192, -19.958, 6.854)
H (-0.793, -22.908, 3.262)
H (-1.721, -24.259, 3.351)

Cartesian forces, eV/Å:
Hg -0.0235 0.5831 -1.8264
C 1.1707 1.4539 -0.0351
C -0.4817 -0.6068 -1.4312
C 0.1983 -0.0820 0.1743
O 0.0867 -0.1110 0.8099
H -0.4378 -0.3818 -0.0098
H -0.1661 -0.1934 0.2829
H -0.1239 -0.6196 -0.0183
H -0.3190 0.1250 0.4454
H -0.0342 -0.0412 0.0993
H -0.1423 0.2112 0.0057
H 0.1473 0.0406 -0.0430
C -0.5596 -0.5236 -0.5448
C 0.5326 0.9075 0.0177
C -0.1184 0.3558 0.1452
O 0.1306 -0.3971 0.1752
H 0.0234 0.0942 0.1717
H 0.1580 0.1161 0.2927
H 0.0904 0.0423 0.0634
H -0.0659 -0.3094 0.0647
H -0.0162 -0.3247 -0.0346
H 0.1109 -0.1393 -0.1244
H -0.0886 -0.0611 0.0403
C 0.9991 0.9847 0.1133
C -0.5981 -0.8490 0.0367
C 0.2469 0.2163 0.8479
O 0.0908 -0.0368 0.5876
C -0.1934 -0.1998 -0.2119
N -0.9933 -0.2485 -0.0894
H -0.0645 -0.0134 -0.3226
H -0.3065 -0.0303 -0.0829
H -0.2433 -0.3238 0.1675
H 0.1333 -0.1717 -0.1027
H -0.2414 0.0759 -0.1374
H 0.1325 0.0777 -0.3794
H 0.0285 0.0966 0.0047
H -0.1175 0.0402 0.0517
H 0.0194 -0.0273 0.1108
H 0.2072 0.2863 -0.1915
H 0.1168 0.1938 0.3569
C 0.9811 0.4444 -0.2627
C 0.0252 -0.6105 -0.3179
C -0.5161 0.8113 0.2024
O -0.2127 -0.8170 0.0202
C 0.4368 -0.2018 -0.1386
N 0.9115 -0.1878 0.9511
H -0.2380 -0.2456 0.1929
H -0.3647 -0.1252 0.0916
H -0.1626 0.0489 -0.0323
H -0.2017 0.1433 -0.0515
H 0.3030 -0.2673 0.0555
H 0.3101 0.0832 -0.0940
H -0.0654 0.1548 0.0808
H 0.0511 0.1167 0.0623
H -0.0123 0.0717 0.0507
H -0.3761 0.2654 -0.1995
H -0.1572 0.1057 -0.0911

***

Record 2
Here is the ion C5H8BrN2 with charge +1 in a non-equilibrium geometry from OMol25. Energies are from ωB97M-V/def2-TZVPD.

Calculated values
net charge = +1
HOMO level = -14.0 eV
orbital gap = 0.31833 Ha
LUMO = -5.351 eV
energy above the lowest of the compared OMol25 structures with the same formula, charge and spin = 352.2 kJ/mol

Element x y z (Å)
C (1.142, 0.075, 0.881)
C (0.333, 0.967, 1.532)
C (-0.371, -0.717, -0.735)
C (1.069, -0.167, -0.541)
C (-0.645, 1.689, 0.820)
N (-1.340, -0.004, -0.363)
N (-0.454, -1.918, -1.257)
Br (-0.182, 2.753, -0.599)
H (1.874, -0.417, 1.613)
H (0.301, 1.148, 2.690)
H (1.165, 0.669, -1.237)
H (1.870, -0.738, -0.925)
H (-1.528, 2.020, 1.434)
H (-2.310, -0.482, -0.554)
H (0.313, -2.484, -1.352)
H (-1.236, -2.394, -1.408)

Cartesian forces, eV/Å:
C 1.4430 1.8297 4.1580
C 1.0754 -0.8794 1.4631
C 1.5165 0.1383 -0.2096
C -1.1462 -0.1341 -0.8457
C -1.8914 -0.4382 -0.0457
N -3.1364 0.1004 0.3877
N 2.1519 1.6774 0.1132
Br -0.2339 1.0280 -0.2461
H -0.9660 0.2599 -1.7203
H 0.2512 -0.7621 -2.3568
H -0.3649 0.5094 0.6892
H 0.4748 -1.6344 -0.0441
H 0.6807 -0.3471 -1.1786
H 2.1613 1.6372 0.7922
H 2.4250 -1.0935 -0.3344
H -4.4410 -1.8915 -0.6221

***

Record 3
Here is a cluster of 8 separate species, C11H38O8 in total in a non-equilibrium geometry from OMol25. Energies are from ωB97M-V/def2-TZVPD.

Calculated values
net charge = 0
HOMO level = -9.9 eV
orbital gap = 0.38149 Ha
LUMO = 0.511 eV
energy above the lowest of the compared OMol25 structures with the same formula, charge and spin = 242.2 kJ/mol
SMILES = CCO.CCO.CCO.CO.CO.CO.CO.CO

Element x y z (Å)
C (-2.596, -1.095, -3.427)
C (-3.001, -1.264, -1.962)
O (-3.615, -2.537, -1.736)
H (-2.283, -2.080, -3.782)
H (-1.803, -0.368, -3.580)
H (-3.448, -0.809, -4.047)
H (-3.635, -0.432, -1.648)
H (-2.097, -1.181, -1.349)
H (-3.002, -3.042, -1.196)
C (3.254, 1.738, 1.105)
C (4.384, 0.788, 0.823)
O (4.943, 1.069, -0.471)
H (3.631, 2.759, 1.058)
H (2.832, 1.546, 2.091)
H (2.460, 1.582, 0.374)
H (4.087, -0.265, 0.910)
H (5.176, 0.877, 1.582)
H (5.780, 0.598, -0.498)
C (-2.848, 2.291, -0.014)
C (-3.166, 2.618, -1.452)
O (-2.215, 1.980, -2.316)
H (-3.602, 2.653, 0.685)
H (-1.830, 2.629, 0.186)
H (-2.870, 1.203, 0.102)
H (-3.154, 3.695, -1.658)
H (-4.161, 2.264, -1.724)
H (-1.379, 2.452, -2.214)
C (1.221, -2.969, 3.902)
O (1.384, -2.203, 2.728)
H (0.620, -3.867, 3.722)
H (2.201, -3.274, 4.272)
H (0.793, -2.384, 4.725)
H (0.545, -1.755, 2.549)
C (-1.017, -0.024, 3.066)
O (-1.229, -1.064, 2.118)
H (-1.398, 0.939, 2.723)
H (-1.496, -0.284, 4.011)
H (0.049, 0.120, 3.289)
H (-1.329, -0.637, 1.255)
C (1.850, -4.111, -0.040)
O (0.495, -3.985, 0.362)
H (2.263, -5.075, 0.265)
H (1.872, -4.069, -1.129)
H (2.454, -3.281, 0.337)
H (0.406, -4.297, 1.265)
C (0.693, -0.614, -0.817)
O (-0.231, 0.302, -0.249)
H (1.626, -0.086, -1.061)
H (0.962, -1.359, -0.074)
H (0.294, -1.023, -1.748)
H (-0.580, 0.976, -0.841)
C (0.073, 4.312, -1.615)
O (0.477, 2.964, -1.777)
H (-0.599, 4.417, -0.767)
H (0.920, 4.982, -1.415)
H (-0.389, 4.726, -2.519)
H (1.227, 2.958, -2.380)

Cartesian forces, eV/Å:
C -0.4957 -0.5792 -0.0651
C 0.8672 0.2436 -0.1502
O -0.0750 0.4588 0.0380
H 0.2202 0.1189 -0.0633
H 0.0078 0.0780 0.1441
H 0.0069 0.0671 0.0510
H -0.3392 -0.2717 0.0301
H -0.0836 -0.0511 0.0302
H -0.0957 -0.1023 -0.0068
C -0.0472 -0.2302 -0.1622
C 0.7541 -0.4286 0.3257
O -0.2177 -0.1436 0.4031
H -0.1711 0.0738 -0.0232
H 0.0400 0.0281 0.0422
H -0.0341 0.2264 -0.0049
H -0.3416 0.1194 -0.3049
H -0.0967 0.3147 -0.0418
H 0.0214 0.0380 -0.2370
C -0.1835 -0.5529 -0.1464
C 0.0983 0.0291 -0.4107
O -0.3737 0.0904 0.1706
H 0.2576 0.4578 0.0586
H -0.1369 0.1349 0.5142
H 0.1673 0.0150 -0.0704
H -0.0441 0.0184 0.1987
H 0.0939 -0.1496 -0.1129
H 0.1661 -0.1000 -0.1650
C 0.2204 0.1316 0.3203
O 0.2390 0.0803 0.1646
H -0.0804 0.0267 0.1298
H 0.0490 -0.0892 -0.2872
H -0.2645 -0.0773 -0.1390
H -0.1646 -0.2047 -0.3366
C 0.1797 0.2263 0.2836
O -0.0539 0.2553 0.2416
H -0.1305 -0.0696 -0.0286
H -0.1628 -0.0521 -0.1181
H -0.0120 -0.0579 -0.1658
H 0.3759 -0.1207 -0.1381
C -0.1826 0.0686 -0.1221
O -0.1430 -0.1319 -0.2699
H 0.1657 0.0810 0.0477
H -0.0637 -0.0268 0.0073
H 0.0752 -0.1383 0.1770
H 0.0939 0.1952 0.0679
C 0.4470 1.1548 -0.6133
O -0.4325 -0.3011 1.1636
H -0.0582 -0.0777 -0.0958
H -0.4627 -0.2083 -0.0264
H 0.0519 -0.4321 0.1664
H 0.3530 -0.2639 -0.5032
C 0.4912 1.0754 -0.2203
O -0.1639 0.0699 0.0856
H -0.1329 -0.3122 -0.0438
H 0.0545 -0.2681 0.1374
H -0.2541 -0.2609 0.0821
H 0.0009 -0.1754 -0.0084